[1]
Entry from the OMol25 dataset: one molecule with the formula C4H9NO2SSe (ωB97M-V with the def2-TZVPD basis set).

Summary:
- Energy above the lowest of the compared OMol25 structures with the same formula, charge and spin: 339.2 kJ/mol
- Lowest unoccupied orbital energy (spin up / spin down): 0.0061 / 0.0183 hartree
- HOMO-LUMO gap (spin up / spin down): 7.70 / 7.79 eV
- HOMO energy (spin up / spin down): -7.54 / -7.30 eV
- Max |F|: 2.90 eV/Å

The geometry in ORCA input format:
```
! RIJCOSX wB97M-V def2-TZVPD def2/J DEFGRID3
* xyz 0 1
C 0.548 0.672 -0.624
C -2.047 -1.602 1.196
C 1.765 0.043 -1.481
C -1.491 0.832 -0.255
N -1.728 1.805 0.740
O 1.046 1.392 0.506
O -0.612 1.248 -1.246
S 2.905 -0.994 -0.433
Se -2.441 -0.700 -0.539
H -2.150 -2.727 1.080
H -1.170 -1.208 1.646
H -2.860 -1.356 1.916
H 2.516 0.674 -1.944
H 1.378 -0.672 -2.148
H -2.269 2.619 0.512
H 0.306 2.037 0.738
H -2.214 1.390 1.506
H 3.642 0.001 0.106
*
```


[2]
Entry from the OMol25 dataset: a 2-piece molecular cluster, C4H9NO3 overall (ωB97M-V with the def2-TZVPD basis set).

Summary:
- Energy above the lowest of the compared OMol25 structures with the same formula, charge and spin: 247.5 kJ/mol
- Lowest unoccupied orbital energy: 0.0190 hartree
- HOMO-LUMO gap: 10.39 eV
- HOMO energy: -9.87 eV
- Max |F|: 5.64 eV/Å
- Structure (SMILES): C[C@@H](C=O)NC=O.O

The geometry in ORCA input format:
```
! RIJCOSX wB97M-V def2-TZVPD def2/J DEFGRID3
* xyz 0 1
C -1.953 -1.022 -0.813
C -0.782 0.028 -0.469
C -1.070 0.574 0.924
O -0.662 0.115 1.944
N 0.435 -0.657 -0.492
C 1.599 0.114 -0.759
O 2.668 -0.493 -0.701
H -2.430 -0.788 -1.684
H -2.729 -1.200 -0.047
H -1.608 -1.996 -1.163
H -0.923 0.782 -1.234
H -1.654 1.535 1.048
H 0.675 -1.455 0.088
H 1.446 1.201 -0.975
O 2.357 1.349 1.533
H 1.511 0.899 1.597
H 3.119 1.014 1.204
*
```


[3]
Entry from the OMol25 dataset: a 2-piece molecular cluster, C4H9NO3 overall (ωB97M-V with the def2-TZVPD basis set).

Summary:
- Energy above the lowest of the compared OMol25 structures with the same formula, charge and spin: 158.7 kJ/mol
- Lowest unoccupied orbital energy (spin up / spin down): -0.1834 / -0.3342 hartree
- HOMO-LUMO gap (spin up / spin down): 9.52 / 4.97 eV
- HOMO energy (spin up / spin down): -14.51 / -14.06 eV
- ⟨S²⟩: 0.758
- Max |F|: 1.55 eV/Å

The geometry in ORCA input format:
```
! RIJCOSX wB97M-V def2-TZVPD def2/J DEFGRID3
* xyz 1 2
O 2.754 -1.770 -0.490
C 2.317 -0.695 -0.355
C 0.705 -0.509 -0.192
C 0.411 0.974 -0.030
C -0.969 1.385 -0.576
O -1.450 2.401 -0.192
N 0.198 -1.292 0.839
H 2.969 0.206 -0.403
H 0.348 -0.874 -1.141
H 0.481 1.365 0.980
H 1.138 1.567 -0.604
H -1.469 0.777 -1.350
H 0.655 -1.190 1.737
H 0.041 -2.272 0.642
H -3.046 0.533 1.068
H -2.503 -0.930 0.998
O -3.028 -0.270 0.536
*
```


[4]
Entry from the OMol25 dataset: a 2-piece molecular cluster, C4H9NO3S overall (ωB97M-V with the def2-TZVPD basis set).

Summary:
- Energy above the lowest of the compared OMol25 structures with the same formula, charge and spin: 219.0 kJ/mol
- Lowest unoccupied orbital energy: 0.0180 hartree
- HOMO-LUMO gap: 7.98 eV
- HOMO energy: -7.49 eV
- Max |F|: 3.72 eV/Å

The geometry in ORCA input format:
```
! RIJCOSX wB97M-V def2-TZVPD def2/J DEFGRID3
* xyz 0 1
C -3.308 -0.994 0.034
C 0.784 0.971 1.488
C 0.952 0.568 0.073
C -0.426 -0.008 -0.387
N -0.180 -0.359 -1.921
O -3.052 -1.182 -1.051
O -3.530 -0.664 1.101
O 1.101 1.748 -0.849
S -0.420 -1.618 0.565
H 1.001 0.127 2.071
H -0.382 1.204 1.430
H 1.388 1.920 1.688
H 1.751 -0.196 -0.134
H 0.063 0.618 -2.192
H 0.533 -1.098 -2.006
H -1.146 -0.617 -2.239
H 0.381 2.393 -0.547
H -1.014 -1.092 1.617
*
```


[5]
Entry from the OMol25 dataset: one molecule with the formula C4H9NO4 (ωB97M-V with the def2-TZVPD basis set).

Summary:
- Energy above the lowest of the compared OMol25 structures with the same formula, charge and spin: 468.7 kJ/mol
- Lowest unoccupied orbital energy: -0.0021 hartree
- HOMO-LUMO gap: 10.56 eV
- HOMO energy: -10.62 eV
- Max |F|: 3.21 eV/Å
- Structure (SMILES): CC(CO)(CO)[N+](=O)[O-]

The geometry in ORCA input format:
```
! RIJCOSX wB97M-V def2-TZVPD def2/J DEFGRID3
* xyz 0 1
C -0.647 -0.017 1.563
C -0.043 0.067 0.097
C 1.289 -0.760 0.000
O 1.874 -0.657 -1.225
C -1.143 -0.517 -0.854
O -2.292 0.264 -0.709
N 0.430 1.470 -0.229
O 1.235 1.973 0.549
O -0.061 2.123 -1.199
H -0.639 -1.012 1.983
H 0.055 0.529 2.202
H -1.620 0.412 1.520
H 2.043 -0.383 0.785
H 0.829 -1.759 0.281
H 2.828 -0.679 -1.222
H -0.735 -0.607 -1.960
H -1.358 -1.527 -0.439
H -2.047 1.079 -1.144
*
```


[6]
Entry from the OMol25 dataset: C4H9NO4 as an isolated structure (ωB97M-V with the def2-TZVPD basis set).

Summary:
- Energy above the lowest of the compared OMol25 structures with the same formula, charge and spin: 242.2 kJ/mol
- Lowest unoccupied orbital energy: 0.0152 hartree
- HOMO-LUMO gap: 9.68 eV
- HOMO energy: -9.26 eV
- Max |F|: 3.72 eV/Å

The geometry in ORCA input format:
```
! RIJCOSX wB97M-V def2-TZVPD def2/J DEFGRID3
* xyz 0 1
C 1.177 -0.430 2.269
O 0.180 -0.428 1.267
C 0.601 -0.032 0.002
C 1.244 -1.154 -0.796
O 1.316 -2.292 -0.406
C -0.620 0.527 -0.777
O -0.431 0.964 -1.929
H 0.695 -0.735 3.203
H 1.982 -1.139 2.026
H 1.603 0.580 2.387
H 1.341 0.791 0.050
H 1.654 -0.845 -1.781
O -1.706 -0.312 -0.614
H -1.644 -0.749 0.249
N -1.176 2.058 0.274
H -1.264 1.812 1.259
H -0.484 2.796 0.154
H -2.074 2.352 -0.107
*
```


[7]
Entry from the OMol25 dataset: C4H9NO4Rb as an isolated structure (ωB97M-V with the def2-TZVPD basis set).

Summary:
- Energy above the lowest of the compared OMol25 structures with the same formula, charge and spin: 0.0 kJ/mol
- Lowest unoccupied orbital energy (spin up / spin down): -0.2838 / -0.3490 hartree
- HOMO-LUMO gap (spin up / spin down): 10.90 / 8.88 eV
- HOMO energy (spin up / spin down): -18.63 / -18.38 eV
- ⟨S²⟩: 0.755
- Max |F|: 5.04 eV/Å

The geometry in ORCA input format:
```
! RIJCOSX wB97M-V def2-TZVPD def2/J DEFGRID3
* xyz 2 2
Rb -2.869 -1.556 -0.200
C 0.797 1.048 0.594
C 0.877 -0.298 -0.117
O -0.109 -1.025 -0.334
N 2.264 -0.696 -0.759
H 2.413 0.013 -1.463
H 2.989 -0.567 -0.069
C 2.266 -2.068 -1.388
H -0.087 1.029 1.231
H 0.751 1.850 -0.143
H 1.665 1.300 1.202
H 1.495 -2.130 -2.156
H 2.037 -2.734 -0.557
H 3.219 -2.324 -1.849
O -4.102 1.443 2.005
C -3.373 1.908 1.023
O -2.730 1.194 0.229
O -3.592 3.113 0.765
H -3.911 0.502 1.988
*
```


[8]
Entry from the OMol25 dataset: a 2-piece molecular cluster, C4H9NOS overall (ωB97M-V with the def2-TZVPD basis set).

Summary:
- Energy above the lowest of the compared OMol25 structures with the same formula, charge and spin: 186.8 kJ/mol
- Lowest unoccupied orbital energy: 0.0143 hartree
- HOMO-LUMO gap: 9.96 eV
- HOMO energy: -9.57 eV
- Max |F|: 5.12 eV/Å
- Structure (SMILES): C=C(C)C(N)=O.S

The geometry in ORCA input format:
```
! RIJCOSX wB97M-V def2-TZVPD def2/J DEFGRID3
* xyz 0 1
C -0.539 -1.391 -0.277
C -0.732 -0.054 -0.048
C -1.647 0.714 -0.867
C -0.089 0.375 1.273
N 0.766 -0.464 1.949
O -0.474 1.392 1.786
H 0.118 -1.857 0.468
H -0.955 -2.084 -1.034
H -2.505 0.193 -1.138
H -1.086 1.047 -1.755
H -1.899 1.596 -0.346
H 1.463 -1.031 1.398
H 1.197 -0.028 2.833
S 2.628 0.346 -1.122
H 1.250 0.625 -0.759
H 2.504 0.621 -2.362
*
```


[9]
Entry from the OMol25 dataset: one molecule with the formula C4H9NOS (ωB97M-V with the def2-TZVPD basis set).

Summary:
- Energy above the lowest of the compared OMol25 structures with the same formula, charge and spin: 141.4 kJ/mol
- Lowest unoccupied orbital energy: 0.0255 hartree
- HOMO-LUMO gap: 10.07 eV
- HOMO energy: -9.37 eV
- Max |F|: 1.83 eV/Å
- Structure (SMILES): O=CNCCCS

The geometry in ORCA input format:
```
! RIJCOSX wB97M-V def2-TZVPD def2/J DEFGRID3
* xyz 0 1
O -1.648 0.594 2.533
C -1.328 0.214 1.432
N -0.910 -1.013 1.068
C -0.178 -1.360 -0.192
C 0.187 -0.232 -1.151
C 1.266 0.855 -0.784
S 0.660 2.548 -0.327
H -1.359 0.855 0.551
H -0.714 -1.747 1.734
H -0.842 -2.029 -0.748
H 0.598 -2.065 0.135
H -0.688 0.397 -1.312
H 0.636 -0.735 -2.009
H 1.913 1.063 -1.649
H 2.074 0.396 -0.202
H 0.332 2.259 0.923
*
```


[10]
Entry from the OMol25 dataset: one molecule with the formula C4H9NOS (ωB97M-V with the def2-TZVPD basis set).

Summary:
- Energy above the lowest of the compared OMol25 structures with the same formula, charge and spin: 359.0 kJ/mol
- Lowest unoccupied orbital energy: 0.0035 hartree
- HOMO-LUMO gap: 9.04 eV
- HOMO energy: -8.94 eV
- Max |F|: 4.12 eV/Å

The geometry in ORCA input format:
```
! RIJCOSX wB97M-V def2-TZVPD def2/J DEFGRID3
* xyz 0 1
C 1.596 0.511 0.209
C -0.931 -1.273 -0.281
C -1.161 -0.140 0.694
C -0.770 1.144 -0.038
N 0.471 1.102 -0.782
O 3.816 -0.853 0.335
S 2.676 -0.459 -0.475
H 1.745 1.042 1.146
H -1.311 -2.223 0.262
H -1.504 -1.407 -1.161
H 0.205 -1.265 -0.581
H -0.527 -0.173 1.638
H -2.253 -0.046 0.890
H -1.477 1.446 -0.824
H -0.843 2.069 0.565
H 0.266 0.526 -1.597
*
```